1.
The following is a quantum chemistry calculation of C38H33BaCl5N6O3S3 as an isolated structure in a non-equilibrium geometry, from the Open Molecules 2025 dataset.

```
89
Properties=species:S:1:pos:R:3:forces:R:3
Ba -0.560 -0.021 -1.787 0.155 0.463 -0.264
C 2.505 -6.972 0.492 0.260 0.828 0.873
C 2.117 -5.511 0.363 0.244 0.476 -0.104
C 2.561 -4.442 1.121 -0.134 -0.720 0.146
C 2.240 -3.106 0.830 -0.787 -0.801 -1.049
C 2.616 -2.166 1.777 -0.317 1.028 1.523
N 2.226 -0.912 1.786 0.810 -0.595 0.038
C 2.513 0.128 2.782 1.192 -1.325 0.174
C 1.244 0.713 3.370 -0.166 0.249 1.045
C -0.034 0.407 2.637 -0.613 0.415 -0.486
N -1.198 0.751 3.491 2.439 0.205 0.387
C -2.419 0.387 3.366 -3.120 0.206 0.934
C -3.309 -0.179 2.409 0.437 0.496 0.602
C -4.667 -0.205 2.834 -0.591 0.701 1.567
C -5.712 -0.551 2.029 0.471 0.202 1.110
C -7.149 -0.600 2.444 0.038 -0.137 0.647
C -5.321 -0.961 0.780 -0.349 -1.367 -2.926
C -4.077 -0.993 0.208 1.322 0.659 1.034
C -3.969 -1.417 -1.208 0.102 -0.035 -0.063
N -3.029 -1.247 -2.073 -1.484 -0.228 1.233
C -3.376 -1.505 -3.472 1.300 1.710 -0.685
C -2.122 -1.797 -4.353 -1.121 -0.132 0.113
C -1.233 -2.971 -4.042 0.904 -0.773 0.425
N -0.484 -2.791 -2.743 -0.551 -0.103 -1.332
C -0.096 -3.852 -2.181 0.164 0.078 1.439
C 0.811 -3.898 -0.949 -1.258 -1.711 -2.860
C 1.260 -5.171 -0.710 0.557 0.295 1.153
C 1.341 -2.798 -0.275 0.813 0.534 1.327
O 1.053 -1.614 -0.541 -0.222 0.911 -0.163
C -2.983 -0.456 1.041 -0.789 -0.360 -1.190
O -1.877 -0.186 0.558 1.061 0.088 -0.424
H 2.915 -7.230 -0.479 -0.218 -0.675 -0.088
H 1.623 -7.545 0.806 0.360 -0.203 -0.435
H 3.307 -7.143 1.231 -0.386 0.187 -0.224
H 3.107 -4.547 2.054 0.301 -0.574 -0.206
H 3.150 -2.555 2.674 -0.249 0.559 -0.622
H 1.841 -0.568 0.903 -0.208 0.107 -0.188
H 3.151 0.851 2.273 -0.320 0.111 0.159
H 3.135 -0.311 3.604 -0.519 0.139 -0.712
H 1.341 1.787 3.424 0.163 0.470 0.026
H 1.159 0.384 4.422 -0.061 -0.093 -0.324
H -0.140 -0.645 2.418 0.087 -0.251 -0.233
H -0.093 0.977 1.692 0.030 -0.413 0.477
H -0.964 1.142 4.418 -0.109 -0.228 -0.976
H -2.972 0.676 4.288 0.253 -0.316 -0.667
H -4.902 0.155 3.873 0.346 -0.503 -0.985
H -7.654 -1.417 1.932 -0.104 0.035 0.041
H -7.692 0.319 2.262 -0.046 0.250 -0.308
H -7.223 -0.766 3.523 -0.016 -0.123 -0.141
H -6.069 -1.340 0.083 -0.423 0.113 0.270
H -4.920 -1.920 -1.473 0.315 0.201 -0.461
H -3.712 -0.483 -3.817 0.088 -0.997 0.043
H -4.195 -2.188 -3.652 -0.194 -0.475 0.278
H -1.505 -0.914 -4.452 0.156 0.439 0.272
H -2.496 -1.919 -5.364 -0.136 -0.170 -0.277
H -0.441 -2.985 -4.820 -0.372 0.056 0.339
H -1.722 -3.981 -4.123 0.150 0.834 0.373
H -0.485 -4.849 -2.537 0.638 0.671 0.242
H 0.941 -5.940 -1.384 -0.246 -0.518 -0.173
Cl -2.530 4.310 -8.793 0.134 0.108 0.193
C -1.962 3.560 -7.336 0.125 0.376 -0.755
C -2.547 3.837 -6.127 0.406 -0.741 0.243
Cl -3.804 4.981 -6.022 -0.329 0.289 0.111
C -2.147 3.076 -5.036 0.059 0.021 0.185
Cl -3.130 3.165 -3.677 -0.771 0.100 1.848
C -1.143 2.061 -4.987 -0.538 0.352 -1.613
O -0.919 1.306 -3.999 0.163 -0.345 1.070
C -0.572 1.867 -6.261 -0.183 0.017 -0.773
Cl 0.373 0.457 -6.576 0.413 -0.186 0.536
C -0.957 2.611 -7.377 -0.028 -0.020 0.466
Cl -0.195 2.360 -8.862 0.582 -0.360 -1.027
S 1.800 6.028 3.342 0.216 -0.347 -0.207
C 2.148 4.672 2.445 0.633 -0.051 0.674
S 1.016 3.868 1.409 -0.821 0.896 -0.020
C 2.181 2.705 0.941 -0.441 -0.498 -0.778
N 3.284 2.810 1.575 1.036 0.213 0.044
N 3.297 3.915 2.413 -1.525 0.355 -0.909
C 4.549 4.185 2.964 1.450 0.623 0.881
C 5.159 5.431 3.018 0.801 -0.115 0.357
C 6.440 5.550 3.606 -1.491 0.834 -0.721
C 7.084 4.438 4.053 1.901 0.376 0.395
C 6.531 3.197 3.978 -0.804 -0.192 -0.353
C 5.266 3.106 3.451 -0.121 -0.404 0.321
S 1.829 1.556 -0.285 0.063 -0.152 0.098
H 4.724 6.294 2.576 -0.553 0.494 -0.097
H 6.905 6.536 3.694 -0.172 -0.385 -0.190
H 8.106 4.537 4.382 0.129 0.071 0.335
H 7.049 2.314 4.298 0.168 -0.220 0.143
H 4.812 2.156 3.433 -0.548 -0.999 -0.183
```
Forces are in eV/Å.

Values from the calculation:
maximum force = 0.069 Eh/bohr
2S+1 = 1
charge = 0
ΔE to the lowest compared entry with this formula, charge and spin = 0.0 kcal/mol
calculated total energy = -5543.1812 Ha
LUMO energy = -1.0 eV
HOMO level = -7.20 eV

From a Löwdin analysis of the wavefunction, the atomic charges in e read:
1. Ba 1.86
2. C -0.05
3. C -0.25
4. C 0.01
5. C -0.13
6. C 0.00
7. N 0.05
8. C -0.15
9. C -0.16
10. C -0.16
11. N 0.08
12. C -0.03
13. C -0.11
14. C 0.00
15. C -0.28
16. C -0.04
17. C -0.01
18. C -0.09
19. C -0.09
20. N -0.09
21. C -0.20
22. C -0.21
23. C -0.21
24. N -0.04
25. C -0.10
26. C -0.10
27. C 0.00
28. C -0.34
29. O -0.26
30. C -0.33
31. O -0.17
32. H 0.08
33. H 0.08
34. H 0.08
35. H 0.12
36. H 0.15
37. H 0.04
38. H 0.08
39. H 0.14
40. H 0.09
41. H 0.12
42. H 0.12
43. H 0.08
44. H 0.17
45. H 0.14
46. H 0.14
47. H 0.08
48. H 0.08
49. H 0.08
50. H 0.12
51. H 0.12
52. H 0.14
53. H 0.11
54. H 0.04
55. H 0.12
56. H 0.13
57. H 0.12
58. H 0.13
59. H 0.11
60. Cl 0.64
61. C -0.73
62. C -0.75
63. Cl 0.69
64. C -0.64
65. Cl 0.72
66. C -0.54
67. O -0.38
68. C -0.60
69. Cl 0.68
70. C -0.75
71. Cl 0.69
72. S 0.55
73. C -1.10
74. S 0.98
75. C -1.18
76. N -0.01
77. N -0.14
78. C -0.22
79. C -0.01
80. C -0.07
81. C -0.12
82. C -0.08
83. C -0.02
84. S 0.48
85. H 0.09
86. H 0.11
87. H 0.10
88. H 0.10
89. H 0.08

=====

2.
The following is a quantum chemistry calculation of C38H33F3GeN5O2PbS2 as an isolated structure in a non-equilibrium geometry, from the Open Molecules 2025 dataset.

```
85
Properties=species:S:1:pos:R:3:forces:R:3
Pb 0.901 1.185 -2.585 -0.401 -0.341 -0.156
F 4.394 -0.269 2.120 0.692 -0.170 -0.719
C 4.381 1.043 1.763 -1.387 0.228 0.996
F 5.396 1.629 2.444 0.211 -0.203 -0.534
F 3.255 1.473 2.390 0.414 0.509 -0.533
C 4.420 1.320 0.268 0.538 0.222 -0.470
C 5.692 1.370 -0.338 -0.108 -0.365 0.217
C 5.832 1.544 -1.729 -1.130 -0.157 1.528
C 4.643 1.783 -2.397 1.709 -0.270 -1.220
N 3.469 1.738 -1.860 -2.143 0.381 0.531
C 3.245 1.490 -0.558 1.414 -0.626 1.228
S 1.637 1.271 0.048 0.166 0.017 -0.720
H 6.575 1.219 0.308 -0.498 0.055 -0.445
H 6.731 1.391 -2.276 0.695 0.285 -0.054
H 4.704 1.966 -3.480 -0.304 -0.033 0.359
O -3.358 0.662 -1.324 0.382 -1.203 0.005
C -2.212 0.265 -1.588 -0.595 1.073 -0.153
O -1.278 1.123 -1.853 -0.010 -0.856 0.205
C -1.865 -1.256 -1.581 0.703 1.102 0.094
C -1.214 -1.592 -0.221 0.740 1.088 -0.458
Ge -2.207 -1.231 1.398 -0.777 -0.472 -0.115
C -0.906 -1.520 2.857 -0.989 0.390 1.124
C -1.413 -1.482 4.195 0.499 0.539 -0.551
C -0.573 -1.261 5.276 0.489 -0.388 0.336
C 0.816 -1.144 5.086 -0.505 -0.502 -0.326
C 1.296 -1.101 3.771 -0.017 -0.329 0.447
C 0.457 -1.289 2.673 -0.123 -0.334 -0.326
C -2.993 0.531 1.855 0.395 -1.354 -0.808
C -2.156 1.556 2.174 1.375 1.488 0.283
C -2.604 2.866 2.386 1.944 0.566 0.601
C -3.946 3.093 2.418 -1.908 0.994 -0.138
C -4.835 2.042 2.134 1.177 -0.419 0.203
C -4.342 0.782 1.789 -1.674 0.004 -0.108
C -3.692 -2.543 1.146 -0.407 0.586 0.686
C -3.830 -3.609 2.014 0.047 -0.534 0.137
C -4.898 -4.517 1.929 0.071 -0.210 0.234
C -5.907 -4.319 1.002 0.774 1.140 -1.114
C -5.818 -3.182 0.133 0.279 -1.029 0.736
C -4.712 -2.323 0.204 -0.515 -1.096 0.544
H -1.081 -1.387 -2.364 -0.727 -0.287 0.277
H -2.780 -1.835 -1.762 0.401 0.094 -0.087
H -0.307 -0.962 -0.099 -0.181 -0.499 -0.428
H -0.921 -2.644 -0.155 0.030 0.041 0.019
H -2.480 -1.526 4.400 0.033 -0.118 -0.266
H -0.954 -1.215 6.309 0.024 -0.144 -0.636
H 1.449 -1.252 5.981 -0.035 0.675 -0.695
H 2.335 -0.952 3.550 0.460 0.000 0.187
H 0.900 -1.311 1.656 -0.341 0.256 0.795
H -1.083 1.411 2.248 0.033 -0.224 -0.089
H -1.837 3.694 2.607 -1.338 -1.360 -0.431
H -4.369 4.115 2.604 0.525 -1.074 -0.058
H -5.882 2.149 2.266 -0.812 0.385 -0.252
H -5.063 0.002 1.452 0.667 0.616 0.474
H -3.029 -3.743 2.734 -0.195 -0.288 0.209
H -4.950 -5.401 2.578 0.170 0.435 -0.187
H -6.654 -5.088 0.828 -0.183 0.288 0.226
H -6.616 -3.055 -0.596 0.276 0.216 0.028
H -4.615 -1.503 -0.460 -0.123 0.806 -0.623
N 1.603 8.663 -1.928 -0.621 -1.413 -0.318
C 1.242 7.578 -2.153 0.699 1.460 -0.069
C 0.894 6.212 -2.394 -0.527 -0.954 0.232
C 0.474 5.438 -1.302 0.373 0.479 0.883
C 0.281 4.071 -1.408 0.132 0.486 0.914
C 0.593 3.441 -2.591 -0.660 -1.144 0.153
C 0.796 4.199 -3.721 0.438 0.155 0.228
C 0.966 5.556 -3.630 0.052 1.432 -0.717
H 0.452 5.894 -0.304 -0.256 -0.014 -0.460
H -0.011 3.509 -0.500 0.247 0.314 -0.704
H 0.922 3.733 -4.681 0.082 -0.186 -0.388
H 1.151 6.105 -4.555 0.115 0.114 0.362
C 3.578 -2.516 -0.078 -0.974 -1.241 -0.683
C 3.289 -3.674 -1.094 -1.403 0.397 -0.231
C 2.563 -3.213 -2.375 0.368 0.775 1.567
N 2.128 -1.991 -2.479 0.283 -1.172 -0.787
N 1.448 -1.770 -3.653 -0.382 -1.862 -0.926
C 1.318 -2.868 -4.377 0.843 1.287 1.056
N 0.767 -2.883 -5.637 -0.439 -0.128 0.002
S 2.118 -4.286 -3.683 -0.278 1.069 0.001
H 3.845 -3.036 0.843 0.363 0.407 0.084
H 2.705 -1.870 0.131 0.455 -0.331 -0.358
H 4.384 -1.946 -0.509 0.317 0.497 0.310
H 2.596 -4.424 -0.640 0.679 0.335 -0.145
H 4.229 -4.162 -1.357 -0.073 -0.145 0.031
H 0.069 -2.154 -5.804 0.435 -0.358 0.205
H 0.451 -3.806 -5.891 -0.181 0.150 -0.248
```
Forces are in eV/Å.

Values from the calculation:
maximum force = 0.044 Eh/bohr
2S+1 = 1
charge = -1
ΔE to the lowest compared entry with this formula, charge and spin = 13.1 kcal/mol
calculated total energy = -5257.9185 Ha
LUMO energy = 1.8 eV
HOMO level = -4.83 eV

From a Löwdin analysis of the wavefunction, the atomic charges in e read:
1. Pb 1.15
2. F 0.10
3. C -0.56
4. F 0.11
5. F 0.06
6. C -0.11
7. C -0.01
8. C -0.06
9. C -0.17
10. N -0.05
11. C -0.68
12. S 0.61
13. H 0.12
14. H 0.08
15. H 0.12
16. O 0.00
17. C -0.66
18. O -0.28
19. C -0.16
20. C -0.28
21. Ge 1.04
22. C -0.25
23. C -0.12
24. C -0.11
25. C -0.09
26. C -0.08
27. C -0.11
28. C -0.28
29. C -0.11
30. C -0.10
31. C -0.11
32. C -0.08
33. C -0.11
34. C -0.25
35. C -0.12
36. C -0.11
37. C -0.10
38. C -0.07
39. C -0.11
40. H 0.08
41. H 0.09
42. H 0.03
43. H 0.08
44. H 0.10
45. H 0.10
46. H 0.10
47. H 0.08
48. H 0.07
49. H 0.10
50. H 0.13
51. H 0.11
52. H 0.08
53. H 0.11
54. H 0.09
55. H 0.10
56. H 0.09
57. H 0.09
58. H 0.07
59. N 0.12
60. C -0.20
61. C -0.25
62. C -0.04
63. C -0.15
64. C -0.36
65. C -0.16
66. C -0.06
67. H 0.12
68. H 0.07
69. H 0.08
70. H 0.11
71. C -0.09
72. C -0.22
73. C -0.61
74. N 0.00
75. N -0.06
76. C -0.69
77. N 0.07
78. S 1.04
79. H 0.07
80. H 0.06
81. H 0.06
82. H 0.11
83. H 0.09
84. H 0.11
85. H 0.07

=====

> ΔE to the lowest compared entry with this formula, charge and spin of number 1 (C38H33BaCl5N6O3S3)?

0.0 kcal/mol